1:
ORCA calculation (ωB97M-V with the def2-TZVPD basis set) on a 4-piece molecular cluster, C3H11NO3 overall.

```
18
Properties=species:S:1:pos:R:3:nbo_charge:R:1
C 2.827 0.573 0.357 -0.4330
C 1.986 -0.466 0.351 -0.0385
N 0.815 -0.629 -0.402 -0.4462
C 0.644 0.202 -1.347 -0.0222
H 2.593 1.604 0.135 0.2017
H 3.840 0.422 0.704 0.2071
H 2.350 -1.426 0.697 0.1918
H -0.363 0.453 -1.678 0.1835
H 1.524 0.634 -1.833 0.1557
O -1.759 -2.757 -0.220 -0.9376
H -1.470 -3.022 -1.101 0.4696
H -2.647 -2.422 -0.395 0.4704
O -0.915 2.807 0.693 -0.9591
H -1.090 1.872 0.496 0.4909
H -0.455 3.143 -0.082 0.4571
O -2.105 0.159 0.493 -0.9782
H -1.424 -0.527 0.588 0.5078
H -2.619 0.159 1.306 0.4794
```

Charge: 0
HOMO energy (eV): -9.1641
SMILES: C=CN=C.O.O.O

2:
ORCA calculation (ωB97M-V with the def2-TZVPD basis set) on a 4-piece molecular cluster, C3H11NO3 overall.

```
18
Properties=species:S:1:pos:R:3:nbo_charge:R:1
C 0.529 -2.250 1.120 0.0227
C -0.549 -1.473 0.566 0.4610
N -0.169 -0.458 -0.282 -0.4348
C 1.173 -0.374 -0.836 -0.4633
O -1.686 -1.671 0.987 -0.5098
H 0.182 -2.995 1.852 0.2234
H 0.202 1.284 2.073 0.0255
H 1.567 -1.977 1.083 0.2104
H -0.643 0.444 -0.108 0.4779
H 1.892 0.032 -0.142 0.2513
H 1.331 -1.333 -1.270 0.1925
H 1.094 0.418 -1.585 0.3074
H 1.701 3.292 -0.735 0.4391
H -0.296 0.872 2.449 -0.0273
O 1.345 2.399 -0.646 -1.1159
H -1.689 2.859 -0.684 0.4706
H -0.177 2.357 -0.785 0.5087
O -1.164 2.078 -0.872 -1.0394
```

Charge: 0
HOMO energy (eV): -8.1507

Stability, descending: 1, 2

1:
ORCA calculation (ωB97M-V with the def2-TZVPD basis set) on a 3-piece molecular cluster, C3H11NO3 overall.

```
18
Properties=species:S:1:pos:R:3:nbo_charge:R:1
C 1.449 0.041 1.588 -0.4197
N 0.345 -0.597 0.931 -0.4288
C 0.607 -1.927 0.384 -0.4071
C -0.886 -0.049 0.953 0.5228
O -1.224 0.844 1.705 -0.6358
H 2.190 0.373 0.856 0.1953
H 1.952 -0.687 2.228 0.1955
H 1.135 0.934 2.115 0.2453
H 0.504 -2.652 1.183 0.2009
H 1.571 -1.912 -0.112 0.2078
H -0.133 -2.158 -0.392 0.2143
H -1.548 -0.425 0.161 0.1198
O -1.368 0.543 -3.350 -0.9182
H -0.763 1.193 -2.979 0.4468
H -2.113 0.673 -2.745 0.4716
O -0.599 2.176 -0.872 -1.0132
H -0.108 1.784 -1.579 0.4806
H -1.010 1.844 -0.074 0.5222
```

Charge: 0
HOMO energy (eV): -9.7503
SMILES: CN(C)C=O.O.O

2:
ORCA calculation (ωB97M-V with the def2-TZVPD basis set) on a 3-piece molecular cluster, C3H11NO3 overall.

```
18
Properties=species:S:1:pos:R:3:nbo_charge:R:1
C -1.022 0.703 -0.287 -0.4252
N -0.113 0.892 0.816 -0.4382
C 1.106 1.648 0.611 -0.4000
C -0.328 0.324 2.035 0.5449
O -1.282 -0.325 2.382 -0.6026
H -1.588 -0.205 -0.109 0.2361
H -0.491 0.459 -1.207 0.1880
H -1.725 1.528 -0.340 0.2062
H 1.693 1.204 -0.215 0.1705
H 1.751 1.540 1.474 0.2185
H 0.893 2.624 0.178 0.2025
H 0.537 0.525 2.685 0.0946
O -1.663 -1.956 -2.111 -0.9327
H -1.450 -1.119 -2.535 0.4604
H -1.151 -1.919 -1.295 0.4750
O 1.402 -1.955 -0.398 -0.9538
H 1.435 -2.706 -0.995 0.4823
H 1.997 -1.261 -0.691 0.4736
```

Charge: 0
HOMO energy (eV): -9.4337
SMILES: CN(C)C=O.O.O

Stability, descending: 2, 1

1:
ORCA calculation (ωB97M-V with the def2-TZVPD basis set) on a 2-piece molecular cluster, C5H11OPS overall.

```
19
Properties=species:S:1:pos:R:3:nbo_charge:R:1
C 0.968 2.201 0.550 0.4379
C -1.778 -0.317 -0.348 -0.6185
C -0.322 1.777 -0.002 -0.5088
C -0.423 0.234 0.123 -0.2858
C 0.837 -0.368 -0.467 -0.3613
O 1.788 2.960 0.133 -0.5008
P 0.876 -2.545 1.741 0.0136
S 1.221 -0.754 -2.111 0.1108
H 1.230 1.674 1.457 0.0979
H -2.049 -1.322 -0.138 0.2302
H -2.587 0.476 -0.407 0.2264
H -1.521 -0.374 -1.437 0.1932
H -1.108 2.155 0.584 0.2376
H -0.585 1.980 -1.103 0.2244
H -0.385 0.048 1.174 0.2226
H 1.715 -0.132 0.140 0.2198
H 2.136 -3.194 1.697 -0.0276
H -0.029 -3.226 0.910 -0.0364
H 0.016 -1.275 -2.497 0.1248
```

Charge: 0
HOMO energy (spin up / spin down) (eV): -8.5589 / -7.6421

2:
ORCA calculation (ωB97M-V with the def2-TZVPD basis set) on a single C5H11OPS molecule.

```
19
Properties=species:S:1:pos:R:3:nbo_charge:R:1
C 1.819 -1.951 0.497 -0.2594
O 1.191 -1.304 -0.568 -0.7897
P 1.033 0.435 -0.302 1.4669
S 2.653 1.427 -0.114 -0.5270
C -0.247 0.758 -1.516 -0.8049
C -1.641 0.344 -0.862 -0.3936
C -1.591 0.961 0.508 -0.4204
C -0.302 0.506 1.214 -0.6679
H 1.349 -1.620 1.461 0.1588
H 2.883 -1.817 0.498 0.1961
H 1.390 -2.950 0.433 0.1953
H -0.009 0.160 -2.424 0.2661
H -0.140 1.865 -1.662 0.2477
H -1.768 -0.698 -0.612 0.2104
H -2.341 0.593 -1.620 0.2245
H -1.627 2.026 0.383 0.2083
H -2.324 0.495 1.216 0.2206
H 0.080 1.284 1.872 0.2436
H -0.408 -0.515 1.597 0.2246
```

Charge: 0
HOMO energy (eV): -8.7371
SMILES: COP1(=S)CCCC1

Stability, descending: 2, 1

1:
ORCA calculation (ωB97M-V with the def2-TZVPD basis set) on C6H13N as an isolated structure.

```
20
Properties=species:S:1:pos:R:3:nbo_charge:R:1
C -1.692 1.882 0.480 -0.6262
C -0.787 0.680 0.641 -0.0935
N -0.865 -0.360 -0.389 -0.3142
C -1.043 -1.727 -0.201 -0.4244
C 0.270 0.319 -0.314 0.2651
C 1.554 -1.451 0.614 -0.9015
C 1.254 0.962 -1.213 -0.6696
H -2.711 1.679 0.825 0.2152
H -1.300 2.728 1.054 0.2153
H -1.737 2.179 -0.573 0.2124
H -0.647 0.317 1.667 0.1876
H -0.889 -2.309 -1.113 0.1958
H 0.257 -1.749 0.452 0.2294
H -1.969 -1.980 0.316 0.1960
H 2.073 -0.582 1.030 0.2021
H 1.710 -2.269 1.333 0.2138
H 2.048 -1.739 -0.321 0.2008
H 0.751 1.650 -1.906 0.2308
H 1.824 0.231 -1.793 0.2309
H 1.952 1.552 -0.611 0.2342
```

Charge: 0
HOMO energy (spin up / spin down) (eV): -7.3693 / -7.3693

2:
ORCA calculation (ωB97M-V with the def2-TZVPD basis set) on a 2-piece molecular cluster, C6H13N overall.

```
20
Properties=species:S:1:pos:R:3:nbo_charge:R:1
C -2.464 0.131 -1.081 -0.6152
C -1.208 -0.003 -0.226 -0.0610
C -1.347 -1.038 0.883 -0.6674
N -0.028 -0.578 -0.950 -0.8598
H -2.301 0.811 -1.918 0.2055
H -2.772 -0.841 -1.469 0.2002
H -3.280 0.510 -0.470 0.2095
H -0.894 0.975 0.156 0.1926
H -0.186 -1.428 0.615 0.2617
H -2.037 -1.840 0.624 0.1983
H -1.656 -0.567 1.817 0.2109
H 0.431 0.150 -1.493 0.3701
H -0.293 -1.306 -1.612 0.3562
C 2.800 1.637 -0.671 -0.2985
C 2.617 0.975 0.311 0.0404
C 2.451 0.196 1.519 -0.7009
H 2.964 2.233 -1.525 0.2324
H 3.319 -0.442 1.680 0.2376
H 1.560 -0.427 1.430 0.2523
H 2.324 0.852 2.380 0.2350
```

Charge: 0
HOMO energy (eV): -9.2661
SMILES: CC(C)N.C#CC

3:
ORCA calculation (ωB97M-V with the def2-TZVPD basis set) on a single C6H13N molecule.

```
20
Properties=species:S:1:pos:R:3:nbo_charge:R:1
C -1.469 1.546 -2.164 -0.6004
C -0.417 0.832 -1.303 -0.4079
C -0.999 -0.495 -0.767 -0.3830
C -0.689 -0.836 0.714 -0.4189
C 0.798 -0.893 0.913 -0.2984
C 1.340 -0.699 2.120 0.0119
N 2.713 -0.642 2.358 -0.8168
H -1.095 2.478 -2.589 0.2062
H -2.371 1.691 -1.578 0.2032
H -1.718 0.937 -3.038 0.1986
H -0.211 1.446 -0.416 0.1942
H 0.548 0.694 -1.782 0.2020
H -2.056 -0.603 -1.014 0.2006
H -0.519 -1.336 -1.290 0.1910
H -1.127 -1.835 0.835 0.2030
H -1.214 -0.140 1.367 0.2010
H 1.466 -0.997 0.065 0.1895
H 0.686 -0.685 2.978 0.1867
H 3.256 -0.447 1.534 0.3641
H 3.079 -0.015 3.059 0.3733
```

Charge: 0
HOMO energy (eV): -7.9439
SMILES: CCCC/C=C/N

Stability, descending: 3, 2, 1

1:
ORCA calculation (ωB97M-V with the def2-TZVPD basis set) on a single C6H13N molecule.

```
20
Properties=species:S:1:pos:R:3:nbo_charge:R:1
C -1.365 -1.630 0.403 -0.5283
C -1.036 -0.009 0.607 -0.1620
N 0.345 -0.632 0.023 -0.3622
C 1.414 -0.859 0.956 -0.4238
C -0.125 0.629 -0.392 0.0726
C 0.725 1.801 0.052 -0.6173
C -0.560 0.699 -1.835 -0.5998
H -0.660 -2.514 0.546 0.1843
H -2.077 -1.716 1.190 0.1813
H -1.794 -1.798 -0.583 0.2145
H -0.859 0.391 1.630 0.1787
H 2.345 -0.572 0.461 0.2034
H 1.323 -0.311 1.903 0.1757
H 1.478 -1.933 1.196 0.2017
H 0.184 2.734 -0.100 0.2177
H 1.021 1.741 1.104 0.2139
H 1.638 1.833 -0.561 0.2147
H -1.139 -0.186 -2.113 0.2192
H 0.321 0.751 -2.481 0.2060
H -1.180 1.584 -2.007 0.2095
```

Charge: 0
HOMO energy (eV): -8.0342
SMILES: C[C@H]1N(C)C1(C)C

2:
ORCA calculation (ωB97M-V with the def2-TZVPD basis set) on a 2-piece molecular cluster, C6H13N overall.

```
20
Properties=species:S:1:pos:R:3:nbo_charge:R:1
C -1.455 1.683 0.223 -0.6672
C -1.158 0.239 0.481 0.1410
N -1.371 -0.657 -0.387 -0.4231
C -1.341 -2.031 0.066 -0.4351
H -2.456 1.869 0.629 0.2269
H -0.766 2.368 0.726 0.2126
H -1.469 1.884 -0.850 0.2348
H -0.858 -0.018 1.513 0.1383
H -0.491 -2.582 -0.350 0.1983
H -1.316 -2.122 1.164 0.1669
H -2.251 -2.514 -0.305 0.2064
C 1.492 1.295 -1.178 -0.3976
C 1.489 0.623 -0.040 -0.1719
C 1.849 -0.818 0.163 -0.6606
H 1.196 2.339 -1.245 0.1978
H 1.789 0.810 -2.094 0.1880
H 1.278 1.208 0.836 0.1857
H 2.934 -0.951 0.185 0.2254
H 1.460 -1.201 1.113 0.2128
H 1.445 -1.424 -0.651 0.2207
```

Charge: 0
HOMO energy (eV): -9.3134
SMILES: C/C=N/C.C=CC

Stability, descending: 2, 1

1:
ORCA calculation (ωB97M-V with the def2-TZVPD basis set) on a single C6H13N molecule.

```
20
Properties=species:S:1:pos:R:3:nbo_charge:R:1
C -0.982 0.180 -0.701 -0.3950
C -1.523 -0.662 -1.855 -0.6054
C 0.317 -0.390 -0.078 -0.3135
C 0.280 -1.765 0.316 -0.2863
H -0.797 1.193 -1.063 0.2023
H -1.740 0.262 0.084 0.1971
H 1.175 -0.126 -0.882 0.2188
H -0.762 -0.812 -2.625 0.2042
H -2.377 -0.170 -2.325 0.2120
H -1.853 -1.644 -1.513 0.2034
H 0.638 -2.079 1.287 0.1723
H -0.142 -2.537 -0.312 0.1753
N 0.327 0.863 2.220 -0.8321
C 1.023 0.483 0.990 -0.1288
C 1.593 1.618 0.257 -0.2841
H 0.049 0.050 2.756 0.3599
H -0.493 1.423 2.022 0.3549
H 1.858 -0.176 1.326 0.1988
H 1.255 1.931 -0.719 0.1693
H 2.154 2.357 0.815 0.1769
```

Charge: 0
HOMO energy (spin up / spin down) (eV): -8.0070 / -8.2550

2:
ORCA calculation (ωB97M-V with the def2-TZVPD basis set) on a single C6H13N molecule.

```
20
Properties=species:S:1:pos:R:3:nbo_charge:R:1
C -2.095 0.381 -0.806 -0.6113
C -1.607 0.284 0.635 -0.4041
C -0.134 0.005 0.854 -0.0644
C 0.855 -0.853 0.129 -0.0730
C 0.676 -1.666 -1.133 -0.6194
N 0.876 0.593 0.009 -0.4165
C 1.911 1.366 0.663 -0.4082
H -1.478 1.085 -1.372 0.2191
H -3.132 0.736 -0.826 0.2083
H -2.064 -0.591 -1.308 0.2016
H -2.184 -0.475 1.179 0.2040
H -1.816 1.239 1.136 0.2015
H 0.108 0.049 1.924 0.1766
H 1.587 -1.292 0.816 0.1802
H 1.664 -1.912 -1.538 0.2109
H 0.149 -2.610 -0.950 0.2100
H 0.136 -1.100 -1.896 0.2215
H 1.568 2.402 0.744 0.2002
H 2.154 1.005 1.678 0.1644
H 2.825 1.356 0.062 0.1987
```

Charge: 0
HOMO energy (eV): -9.0664
SMILES: CC[C@H]1[C@@H](C)N1C

Stability, descending: 2, 1